[1]
Formula: C15H23F9NO3P2Ti
Source: the Open Molecules 2025 dataset
Level of theory: ωB97M-V/def2-TZVPD

```
! wB97M-V def2-TZVPD RIJCOSX def2/J DEFGRID3
* xyz 2 2
Ti 0.31 -0.26 -0.36
P -1.49 -1.93 -0.62
C -2.45 -0.87 -1.76
C -2.54 0.54 -1.21
N -1.45 1.01 -0.53
C -1.50 2.28 -0.08
C -2.64 3.09 -0.18
C -3.76 2.60 -0.86
C -3.67 1.33 -1.40
C -0.24 2.83 0.54
P 1.30 1.99 0.00
H -4.48 0.89 -1.98
H -2.60 4.08 0.27
H -4.67 3.19 -0.92
H -0.13 3.90 0.37
H -0.30 2.72 1.65
H -1.91 -0.87 -2.74
H -3.44 -1.32 -1.92
H 1.52 0.33 -2.99
O 0.56 0.05 -3.00
H 0.47 -0.25 -3.92
H 3.34 -0.19 -2.34
O 3.08 0.64 -2.81
H 3.83 0.92 -3.41
C 1.84 2.80 -1.51
H 2.11 3.84 -1.30
H 2.73 2.27 -1.89
H 1.05 2.73 -2.27
C 2.46 2.51 1.26
H 3.41 1.98 1.06
H 2.61 3.60 1.19
H 2.10 2.21 2.25
C -2.62 -2.24 0.75
H -3.47 -2.86 0.43
H -2.05 -2.76 1.53
H -2.98 -1.30 1.19
C -1.43 -3.54 -1.39
H -0.69 -4.13 -0.85
H -2.40 -4.05 -1.35
H -1.08 -3.44 -2.42
F 3.47 -1.27 1.00
C 2.97 -1.21 2.27
F 3.71 -2.02 3.07
F 3.16 0.08 2.68
C 1.45 -1.59 2.26
O 0.76 -0.73 1.38
C 1.32 -3.09 1.83
F 2.17 -3.93 2.45
F 0.05 -3.54 2.07
F 1.52 -3.20 0.48
C 0.79 -1.39 3.67
F 1.28 -2.23 4.63
F 0.97 -0.11 4.09
F -0.55 -1.57 3.57
*
```

Results
Orbital gap (spin up / spin down), eV: 8.4 / 8.7
HOMO energy (spin up / spin down), hartree: -0.57987 / -0.58194
Energy relative to the best compared isomer or geometry (same formula, charge and spin), kJ/mol: 0.0



[2]
Formula: C21H28Cl3LuO4
Source: the Open Molecules 2025 dataset
Level of theory: ωB97M-V/def2-TZVPD

```
! wB97M-V def2-TZVPD RIJCOSX def2/J DEFGRID3
* xyz 0 1
O 1.18 0.15 -5.38
C 1.37 1.30 -6.36
C 1.18 0.48 -7.61
H 2.35 1.79 -6.28
H 0.57 2.07 -6.27
C 1.06 -0.66 -6.59
H 2.00 0.46 -8.34
H 0.23 0.73 -8.09
C 2.21 -1.66 -6.66
H 3.20 -1.16 -6.66
H 2.13 -2.28 -7.58
H 2.13 -2.33 -5.79
C -0.26 -1.39 -6.72
H -1.12 -0.69 -6.78
H -0.39 -2.08 -5.89
H -0.22 -1.97 -7.66
Lu 0.49 -0.08 -1.65
C -1.59 -0.82 0.69
C -1.64 0.59 0.89
C -2.39 1.15 -0.19
H -1.23 1.11 1.75
C -2.90 0.09 -0.98
C -2.32 -1.13 -0.50
H -2.42 -2.10 -0.96
H -1.12 -1.55 1.36
H -2.54 2.22 -0.37
H -3.67 0.14 -1.74
C 1.48 -1.67 -0.13
C 0.71 -2.45 -1.04
C 1.23 -2.26 -2.36
H -0.09 -3.13 -0.75
C 2.34 -1.36 -2.27
C 2.50 -1.00 -0.88
H 3.29 -0.37 -0.46
H 1.35 -1.63 0.96
H 0.90 -2.80 -3.25
H 2.98 -1.06 -3.09
O -0.67 1.24 -3.21
C -1.73 0.95 -4.21
C -1.82 2.19 -5.09
H -2.66 0.77 -3.63
H -1.48 0.00 -4.73
C -0.98 3.26 -4.37
H -2.85 2.53 -5.16
H -1.41 2.00 -6.11
C 0.08 2.42 -3.71
H -1.61 3.73 -3.61
H -0.59 4.07 -5.02
H 0.70 2.90 -2.93
H 0.76 1.97 -4.45
Cl 4.01 2.05 0.57
C 2.49 2.95 0.79
Cl 2.53 3.88 2.33
Cl 2.23 4.05 -0.55
C 1.39 1.83 0.84
O 1.03 1.42 1.94
O 1.00 1.41 -0.35
*
```

Results
Orbital gap, eV: 6.6
HOMO energy, hartree: -0.23874



[3]
Formula: C4H12NO2
Source: the Open Molecules 2025 dataset
Level of theory: ωB97M-V/def2-TZVPD

```
! wB97M-V def2-TZVPD RIJCOSX def2/J DEFGRID3
* xyz -1 1
C -1.68 -0.13 -0.43
O -1.30 1.14 -0.81
C -0.62 -1.22 -0.78
C 0.39 -1.66 0.38
C 1.23 -0.43 0.78
N 2.30 0.07 -0.26
H -1.89 -0.05 0.68
H -2.64 -0.40 -0.93
H -1.31 -2.06 -1.19
H -0.06 -0.91 -1.72
H -0.16 -1.96 1.24
H 1.01 -2.46 -0.05
H 1.84 -0.70 1.81
H 0.48 0.45 1.00
H 1.71 0.53 -0.92
H 2.86 0.89 0.10
H -0.87 3.72 0.53
H -0.89 2.24 0.01
O -0.39 2.95 0.57
*
```

Results
Orbital gap, eV: 7.5
HOMO energy, hartree: -0.11971
Energy relative to the best compared isomer or geometry (same formula, charge and spin), kJ/mol: 123.2



[4]
Formula: C14H32N6O6STl
Source: the Open Molecules 2025 dataset
Level of theory: ωB97M-V/def2-TZVPD

```
! wB97M-V def2-TZVPD RIJCOSX def2/J DEFGRID3
* xyz 1 1
O 0.13 -2.19 -5.71
H -0.63 -1.82 -5.21
Tl 0.04 0.06 -1.50
N 1.62 -1.15 -1.85
N -0.78 -1.92 -0.73
N 0.71 2.00 -1.29
N -1.40 1.06 0.12
O 2.79 -0.61 -1.91
O 1.84 2.36 -2.06
O -2.62 0.54 0.68
O -1.86 -2.10 -0.05
C -0.08 -2.78 -1.43
C 1.19 -2.37 -2.03
C 0.04 2.86 -0.57
C -1.11 2.38 0.17
C 2.11 -3.19 -2.82
H 2.26 -2.71 -3.80
H 1.74 -4.19 -3.00
H 3.08 -3.25 -2.31
C -0.68 -4.13 -1.56
H -1.67 -4.03 -2.03
H -0.83 -4.54 -0.55
H -0.09 -4.81 -2.14
C 0.50 4.26 -0.48
C -1.90 3.27 1.05
H 1.14 4.57 -1.31
H 1.05 4.41 0.45
H -0.37 4.91 -0.48
H -2.50 2.71 1.79
H -2.58 3.85 0.43
H -1.24 3.94 1.59
H 1.92 1.66 -2.77
H -2.53 -0.43 0.39
C -1.52 0.14 -2.74
H -1.69 0.04 -3.81
H -1.51 1.21 -2.48
H -2.24 -0.40 -2.14
O 2.16 0.97 -5.30
H 1.88 0.10 -5.70
H 1.44 1.14 -4.66
C 1.46 2.04 2.50
N 0.75 0.98 3.28
C 1.01 0.83 4.65
C -0.02 0.04 2.68
S 0.08 0.09 0.96
N -0.65 -1.04 3.21
C -1.55 -0.87 4.30
C -0.48 -2.42 2.69
H 2.08 2.63 3.19
H 0.75 2.74 2.05
H 2.12 1.63 1.72
H 0.10 0.99 5.21
H 1.41 -0.18 4.84
H 1.74 1.56 4.98
H -2.52 -1.33 4.08
H -1.11 -1.34 5.18
H -1.72 0.20 4.48
H -1.44 -2.87 2.41
H 0.20 -2.47 1.84
H -0.04 -3.02 3.50
*
```

Results
Orbital gap (spin up / spin down), eV: 3.9 / 4.8
HOMO energy (spin up / spin down), hartree: -0.35184 / -0.35635
Energy relative to the best compared isomer or geometry (same formula, charge and spin), kJ/mol: 839.3



[5]
Formula: C63H66NO8
Source: the Open Molecules 2025 dataset
Level of theory: ωB97M-V/def2-TZVPD

```
! wB97M-V def2-TZVPD RIJCOSX def2/J DEFGRID3
* xyz 0 2
C 4.43 -2.92 -1.19
C 3.04 -3.51 -1.50
C 2.18 -3.75 -0.26
C 0.68 -3.87 -0.54
C -0.21 -3.22 0.52
C -0.53 -1.73 0.27
O 0.75 -1.19 -0.09
C 0.87 0.15 -0.49
C 2.34 0.43 -0.76
C 2.72 0.22 -2.23
C 2.72 1.84 -0.28
C 2.72 2.09 1.24
C 3.13 0.84 2.05
C 1.39 2.66 1.76
C -1.53 -1.63 -0.91
C -2.76 -0.70 -0.80
C -2.45 0.77 -1.14
C -3.86 -1.16 -1.75
N -3.28 -0.85 0.59
O -4.05 -1.85 0.76
C -2.42 -0.47 1.76
C -2.36 1.07 1.91
C -3.10 -1.03 3.01
C -1.01 -1.11 1.62
H 4.60 -2.84 -0.11
H 5.24 -3.52 -1.60
H 4.55 -1.91 -1.60
H 2.49 -2.84 -2.17
H 3.17 -4.45 -2.05
H 2.52 -4.67 0.24
H 2.36 -2.94 0.45
H 0.46 -3.43 -1.53
H 0.39 -4.93 -0.62
H 0.26 -3.32 1.51
H -1.17 -3.75 0.58
H 0.46 0.83 0.27
H 0.29 0.31 -1.41
H 2.88 -0.32 -0.17
H 2.14 0.88 -2.89
H 2.50 -0.81 -2.53
H 3.78 0.40 -2.39
H 2.02 2.54 -0.75
H 3.71 2.09 -0.68
H 3.49 2.85 1.43
H 2.30 0.12 2.12
H 3.99 0.33 1.61
H 3.40 1.12 3.07
H 0.94 3.33 1.02
H 0.67 1.87 2.01
H 1.54 3.23 2.68
H -0.97 -1.36 -1.82
H -1.93 -2.64 -1.09
H -2.11 0.81 -2.18
H -3.35 1.37 -1.05
H -1.68 1.22 -0.52
H -4.80 -0.68 -1.47
H -4.00 -2.24 -1.72
H -3.62 -0.84 -2.77
H -2.35 1.33 2.98
H -1.46 1.51 1.47
H -3.24 1.55 1.47
H -3.12 -2.12 3.00
H -2.54 -0.70 3.89
H -4.13 -0.66 3.09
H -0.26 -0.37 1.93
H -0.96 -1.91 2.37
C -10.24 3.66 -5.85
C -11.11 4.29 -4.95
C -11.08 3.95 -3.61
C -10.20 2.98 -3.15
C -9.34 2.35 -4.05
C -9.36 2.69 -5.40
C -8.38 1.29 -3.59
O -7.62 0.76 -4.37
C -8.41 0.93 -2.15
C -7.56 -0.08 -1.70
C -7.55 -0.43 -0.35
C -8.38 0.22 0.54
C -9.24 1.22 0.10
C -9.25 1.57 -1.25
C -10.19 2.65 -1.70
O -10.91 3.23 -0.92
H -10.26 3.92 -6.89
H -11.80 5.04 -5.31
H -11.74 4.43 -2.90
H -8.68 2.19 -6.07
H -6.91 -0.58 -2.40
H -6.88 -1.21 -0.01
H -8.37 -0.05 1.59
H -9.90 1.74 0.78
C 3.61 1.36 8.52
C 3.79 1.40 7.14
C 2.70 1.35 6.30
C 1.41 1.25 6.82
C 1.23 1.21 8.21
C 2.33 1.27 9.05
C -0.13 1.09 8.81
O -0.29 1.07 10.01
C -1.29 1.01 7.87
C -2.57 0.87 8.39
C -3.66 0.80 7.54
C -3.48 0.88 6.17
C -2.21 1.02 5.64
C -1.11 1.07 6.49
C 0.25 1.20 5.89
O 0.41 1.26 4.69
H 4.47 1.41 9.18
H 4.79 1.47 6.73
H 2.81 1.38 5.22
H 2.17 1.23 10.12
H -2.69 0.82 9.47
H -4.66 0.69 7.95
H -4.33 0.83 5.50
H -2.04 1.08 4.57
C 10.40 -2.33 -8.04
C 9.53 -3.40 -7.88
C 8.60 -3.39 -6.85
C 8.55 -2.32 -5.97
C 9.43 -1.25 -6.13
C 10.35 -1.25 -7.17
C 9.41 -0.08 -5.20
O 10.16 0.85 -5.34
C 8.43 -0.12 -4.07
C 8.41 0.94 -3.17
C 7.51 0.93 -2.12
C 6.62 -0.13 -1.97
C 6.63 -1.18 -2.87
C 7.54 -1.18 -3.92
C 7.54 -2.33 -4.87
O 6.76 -3.25 -4.75
H 11.12 -2.33 -8.85
H 9.57 -4.24 -8.56
H 7.91 -4.21 -6.70
H 11.02 -0.41 -7.28
H 9.11 1.75 -3.30
H 7.49 1.75 -1.41
H 5.91 -0.13 -1.15
H 5.95 -2.01 -2.77
*
```

Results
Orbital gap (spin up / spin down), eV: 6.9 / 8.3
HOMO energy (spin up / spin down), hartree: -0.29590 / -0.34579



[6]
Formula: C4H13NO2
Source: the Open Molecules 2025 dataset
Level of theory: ωB97M-V/def2-TZVPD

```
! wB97M-V def2-TZVPD RIJCOSX def2/J DEFGRID3
* xyz 0 1
C -0.94 -1.00 0.74
C -0.91 1.06 0.28
C -1.49 1.09 -1.13
N -0.67 -1.74 -0.39
O -0.17 -1.21 1.79
H 0.77 -0.71 1.60
H -2.01 -0.93 0.95
H 0.31 -1.80 -0.64
H -1.27 -1.60 -1.18
H -0.27 1.95 0.41
H -1.68 1.30 1.01
H -0.76 0.75 -1.88
H -2.37 0.44 -1.23
H -1.83 2.09 -1.43
C 2.55 -0.09 0.05
O 1.62 0.26 1.07
H 0.71 0.69 0.61
H 2.30 0.40 -0.90
H 2.56 -1.18 -0.10
H 3.55 0.22 0.35
*
```

Results
Orbital gap, eV: 9.1
HOMO energy, hartree: -0.30209
Energy relative to the best compared isomer or geometry (same formula, charge and spin), kJ/mol: 310.9